# 1
A 2-piece molecular cluster, C6H5NO2S overall, computed with wB97M-V/def2-TZVPD.

Calculated values
ΔE to the lowest compared entry with this formula, charge and spin: 2.371 eV
HOMO level: -0.306 Eh
Spin multiplicity: 1
Calculated total energy: -834.903297 hartree
Largest force on an atom: 0.02595 Eh/bohr
Gap between HOMO and LUMO: 8.96 eV

Element x y z (Å)
O: -1.9236 1.9588 0.1706
H: 1.6410 -0.4805 1.0632
N: 2.1612 1.8681 0.9994
H: -0.6782 -0.1102 1.4768
C: 1.5188 -1.5485 -0.6293
O: 2.0489 -2.2076 -1.4281
C: -2.3343 -1.6109 -0.8474
C: 0.9552 -0.8516 0.3120
H: -3.1121 -1.4274 -1.5694
H: 2.6275 3.9897 0.6926
C: 2.4088 2.9671 0.8400
C: -1.5605 -0.6549 -0.4066
H: -2.2460 -2.6205 -0.4769
C: -0.4181 -0.3483 0.4504
S: -1.0886 1.0766 -0.6474

# 2
An isolated ion of composition C3H8O2P and charge -1, computed with wB97M-V/def2-TZVPD.

Calculated values
ΔE to the lowest compared entry with this formula, charge and spin: 3.408 eV
SMILES string: C=[P@@](C)([O-])OC
HOMO level: -0.103 Eh
Spin multiplicity: 1
Calculated total energy: -610.930113 hartree
Net charge: -1
Largest force on an atom: 0.11950 Eh/bohr
Gap between HOMO and LUMO: 6.73 eV

Element x y z (Å)
C: 0.9927 0.2256 -1.7669
H: -0.0665 0.1748 -2.1227
H: -1.2277 -1.3335 0.5687
H: 0.0703 -2.4584 -0.0945
C: -0.9261 1.5520 0.5328
C: -0.2764 -1.7202 0.6957
H: 1.7871 -0.4343 -2.2210
O: 2.3071 -0.1933 0.6564
H: 0.1312 -1.9813 1.5944
H: -0.9705 2.4541 -0.2278
O: 0.3468 1.1217 0.8806
H: -1.4986 1.8982 1.4350
P: 0.9864 -0.0993 -0.0282
H: -1.6557 0.7938 0.0975

# 3
A 13-piece molecular cluster, H27O13 overall, computed with wB97M-V/def2-TZVPD.

Calculated values
ΔE to the lowest compared entry with this formula, charge and spin: 5.962 eV
HOMO level: -0.497 Eh
Spin multiplicity: 1
Calculated total energy: -993.889515 hartree
Net charge: +1
Largest force on an atom: 0.25475 Eh/bohr
Gap between HOMO and LUMO: 10.40 eV

Element x y z (Å)
H: 0.2330 -1.8650 3.1386
O: 1.4665 1.7035 2.0163
H: 4.4604 1.1009 -0.7675
O: 2.6428 -2.5662 0.1242
H: -3.1728 1.2739 -2.7932
O: -1.0892 3.2820 -2.1344
O: -1.6327 -2.0114 -1.9069
H: 1.2053 -3.8097 0.5472
H: 0.1179 -0.7650 -3.8907
H: -4.2885 0.2733 0.8840
H: -2.2766 0.3781 4.1432
H: 1.8319 2.5062 2.5226
O: -1.7613 0.2557 3.3627
H: 3.2099 -3.0982 0.5185
O: 0.7424 -4.3812 1.2076
H: -2.4200 -0.2126 2.8458
H: 1.2422 2.2672 0.2680
O: -3.4575 0.1773 1.2511
H: 1.0740 -4.0906 2.1298
O: 3.5718 1.0144 -0.5718
H: -1.1043 3.5313 -1.2164
H: -3.0933 1.9624 -1.4187
H: -2.3288 -1.2476 -2.0084
O: -0.2507 0.2162 -3.6918
H: -1.9254 -2.5748 -1.1579
H: -0.8363 0.0105 -0.6733
H: 2.2352 1.1695 1.5901
O: 0.5310 -0.9973 2.7637
H: 3.5921 0.0559 -0.9989
O: 1.4926 1.9342 -0.5958
O: -2.7777 1.1105 -1.9124
H: 0.4217 -0.2969 3.3501
H: 0.9419 0.4841 -0.3316
H: -0.8692 3.7930 -2.7335
O: 0.0479 -0.3170 -0.2525
H: 2.2614 2.2440 -0.9724
H: -2.8556 0.1374 0.3957
H: 2.5356 -2.8752 -0.8200
H: -0.2628 -0.2209 0.7853
H: 0.5452 0.4484 -2.9965

# 4
A 2-piece molecular cluster, HI2PS2 overall, computed with wB97M-V/def2-TZVPD.

Calculated values
ΔE to the lowest compared entry with this formula, charge and spin: 2.219 eV
HOMO level (alpha / beta): -0.330 / -0.290 Eh
Spin multiplicity: 1
Calculated total energy: -1733.680213 hartree
Largest force on an atom: 0.01172 Eh/bohr
Gap between HOMO and LUMO (alpha / beta): 7.62 / 5.37 eV

Element x y z (Å)
I: 1.4507 2.6250 0.3056
S: 1.1742 -1.8162 -1.4770
S: -1.1445 0.4980 0.9421
I: 1.1032 -2.7562 0.6513
P: -0.4371 1.5378 -0.7109
H: -2.1465 -0.0884 0.2889

# 5
A 2-piece molecular cluster, C28H31Cl2N2O overall, computed with wB97M-V/def2-TZVPD.

Calculated values
HOMO level: -0.417 Eh
Spin multiplicity: 1
Calculated total energy: -2190.409747 hartree
Net charge: +1
Largest force on an atom: 0.08108 Eh/bohr
Gap between HOMO and LUMO: 5.05 eV

Element x y z (Å)
O: 2.1827 -4.0998 8.2257
H: 3.4223 1.5157 7.4782
C: 1.7235 0.6989 1.7808
C: 1.2631 1.2832 6.0464
H: 2.0188 -5.7458 4.6222
H: 4.5345 -2.4797 3.4085
H: 1.8467 -3.4039 -0.0210
H: 1.3128 -1.2438 4.9555
C: -0.7913 -4.0060 2.0568
H: 1.7051 2.2941 6.1093
C: 2.1107 1.9505 1.3019
H: 2.8173 2.0112 0.4794
C: 1.7974 -2.9968 6.0570
H: -1.6175 -4.7046 2.1795
C: 1.5908 3.1175 1.8765
C: 0.6661 3.0040 2.9265
C: 4.0456 -3.4294 3.1707
C: -0.6168 -2.9391 2.9379
H: 3.8532 -2.5995 5.6419
H: 2.1770 -0.1516 1.2907
Cl: -0.0992 -5.4747 -0.1059
C: 4.2338 -4.0389 1.9272
H: -1.2935 -2.8121 3.7849
H: -0.3439 -0.6275 4.2468
C: 2.7904 -5.8578 2.6057
H: -0.3762 0.8834 8.4003
C: 1.7878 -3.1291 7.5843
H: 2.2833 -6.8019 2.3852
H: 0.1859 -1.3347 9.7529
H: 1.3834 -2.6509 10.0421
C: 1.3779 -2.2809 1.7580
H: 0.3316 3.8979 3.4464
C: 1.1854 -1.7156 9.5102
C: 3.6150 -5.2636 1.6459
C: 1.1582 -3.2725 0.8113
H: -0.1033 -0.9256 6.9872
C: 3.2422 -4.0302 4.1460
C: 0.6791 1.1885 8.4398
H: 0.9596 -3.6068 5.6516
C: 3.1710 -3.4579 5.5364
C: 0.3998 -1.9678 2.7262
C: 1.4973 0.5089 7.3316
C: 2.6107 -5.2473 3.8515
N: 1.5541 -1.5881 5.8894
C: 1.0093 -0.9674 7.0738
C: 0.7783 0.5417 2.8229
H: 3.2027 0.2333 8.6790
Cl: 2.0399 4.6555 1.2798
H: 0.7012 2.2832 8.3161
H: 1.8969 -0.9572 9.8613
H: 1.7250 0.7788 5.1931
H: 4.8504 -3.5503 1.1665
H: 0.1902 1.4189 5.8360
C: 0.1840 1.7523 3.2826
C: 0.0962 -4.1672 0.9796
H: 3.5295 -0.1775 6.9676
H: 2.3475 -1.7845 1.7795
H: 3.7407 -5.7297 0.6643
C: 2.9997 0.5117 7.6380
C: 0.4209 -0.7192 3.4644
H: 3.5022 -4.2596 6.2148
N: 1.3282 -1.9408 8.0947
H: 1.0753 0.9806 9.4402
H: -0.6676 1.6954 3.9621

# 6
An isolated ion of composition C11H14F2N and charge +1, computed with wB97M-V/def2-TZVPD.

Calculated values
ΔE to the lowest compared entry with this formula, charge and spin: 3.027 eV
SMILES string: C/C([NH3+])=C1\C=CC=C[C@@]1(F)C/C=C\F
HOMO level: -0.434 Eh
Spin multiplicity: 1
Calculated total energy: -681.658493 hartree
Net charge: +1
Largest force on an atom: 0.11384 Eh/bohr
Gap between HOMO and LUMO: 7.67 eV

Element x y z (Å)
H: 2.6170 -0.2355 1.7336
H: -0.6738 -1.7321 2.1050
F: 1.0940 1.9370 2.0516
N: 2.2425 -0.3337 0.7699
F: 1.6394 1.0099 -1.1837
H: -0.0953 1.3753 -3.2646
C: -0.2474 0.5430 -2.5651
C: 0.3246 0.5911 -1.1973
C: -1.0712 -1.3306 -0.6622
C: 0.8317 -0.6407 0.9047
H: 0.9381 -2.4470 1.9696
C: -1.1951 -0.3800 -2.8145
H: -1.4361 -2.1010 0.0325
H: -2.4228 -2.0076 -2.1918
C: 0.0795 -0.5572 -0.3047
H: -0.6722 1.1846 2.8968
H: -1.7192 -0.2663 -3.7614
H: 0.7156 -0.9945 2.8888
C: -0.5721 1.7359 -0.4435
C: -0.9536 1.4126 0.8886
C: -0.1622 1.4078 1.9542
H: 0.1904 2.5110 -0.4505
C: -1.6424 -1.3349 -1.8564
H: 2.3300 0.5818 0.2483
H: -1.9020 0.8344 1.0128
H: 2.6918 -1.1421 0.3312
C: 0.4769 -1.5509 2.0218
H: -1.4059 1.9295 -1.1138

# 7
C26H33F8N3RuSSb as an isolated structure, computed with wB97M-V/def2-TZVPD.

Calculated values
HOMO level (alpha / beta): -0.647 / -0.647 Eh
Spin multiplicity: 1
Calculated total energy: -2705.985736 hartree
Net charge: +3
Largest force on an atom: 0.04875 Eh/bohr
Gap between HOMO and LUMO (alpha / beta): 5.30 / 5.31 eV

Element x y z (Å)
H: -2.0689 -4.1353 0.9223
H: -2.4394 -2.4799 2.8737
F: 2.7981 -3.4897 -5.2303
C: -1.2831 -1.1806 4.1959
H: -3.4044 0.4178 3.3391
C: 0.0819 5.5538 -2.8459
C: -3.7196 0.0691 -0.2609
C: 2.4049 3.1463 4.2685
F: 1.0666 4.9646 4.8590
C: 2.0329 -2.5928 -2.5074
H: -1.2674 -0.1340 4.4996
C: 2.6385 2.0855 3.4119
H: -0.8488 3.3796 -1.3288
H: 2.7323 4.2580 -3.2988
H: 0.7569 6.1016 -3.4974
C: 1.1323 -3.0049 1.7975
H: -2.1064 -1.1602 -2.1061
C: -2.2667 -1.4204 3.0667
H: 0.0317 -3.1024 -0.0678
S: 2.0388 0.5228 1.2649
Ru: 0.4282 0.6863 -0.2425
H: -0.0197 -1.2398 -4.8369
H: -0.8593 5.3965 -3.3742
C: 1.5429 -3.5160 -4.7914
F: 1.2942 -4.7194 -4.2688
C: 0.3135 -0.5060 -2.8511
C: 2.0571 2.5155 -2.1172
C: 1.3479 -2.4617 -3.7092
C: 1.7572 1.8183 2.3467
C: -3.0444 -1.2945 -0.1567
N: 0.8877 2.2521 -1.4880
H: 1.7580 -3.8551 1.5109
H: -0.6409 -5.1161 1.1873
F: 3.6832 1.3116 3.5879
C: -1.1074 -4.1589 1.4375
H: -1.6167 -1.7614 5.0618
C: 0.6583 2.6471 2.2004
H: -0.1319 6.1770 -1.9762
H: 3.2044 0.8626 -1.3493
F: 0.7150 -3.3082 -5.8095
C: 3.2209 1.5848 -2.1613
H: -3.1813 0.7168 -0.9584
N: 0.0865 3.3360 -1.7010
C: -0.1597 -3.0520 1.0055
H: 0.9471 -3.1074 2.8668
H: -0.3442 0.3492 -2.9558
H: 1.7208 -2.1021 1.6278
H: -0.2694 -1.5139 3.9776
C: 0.4964 -1.3871 -3.8983
H: 4.1460 2.1555 -2.0987
C: -2.6894 -1.8721 -1.5211
C: 0.3989 3.7147 3.0069
H: -3.8176 0.5804 0.6966
C: 1.9682 3.7653 -2.7206
N: 0.9265 -0.6623 -1.6657
Sb: -1.2268 -1.0827 1.0591
H: -4.7323 -0.0573 -0.6508
C: 1.2918 3.9657 4.0649
H: 3.2426 1.0513 -3.1137
H: 2.7360 -3.4018 -2.3569
C: 0.7058 4.2654 -2.4453
C: 1.8016 -1.6730 -1.5109
C: -3.5561 -0.6498 3.1846
H: -1.2649 -4.1700 2.5155
F: -0.6509 4.4809 2.8074
H: -4.2501 -0.8240 2.3659
F: 3.2157 3.3836 5.2662
H: -3.6091 -2.0638 -2.0800
F: -0.1852 2.3170 1.1878
H: -4.0576 -1.0258 4.0848
H: -3.6282 -2.0051 0.4314
H: -2.1485 -2.8180 -1.4594
H: 2.3291 -1.7272 -0.5685

# 8
A 7-piece molecular cluster, C6H27O7 overall, computed with wB97M-V/def2-TZVPD.

Calculated values
ΔE to the lowest compared entry with this formula, charge and spin: 9.132 eV
HOMO level: -0.488 Eh
Spin multiplicity: 1
Calculated total energy: -770.903854 hartree
Net charge: +1
Largest force on an atom: 0.34790 Eh/bohr
Gap between HOMO and LUMO: 11.07 eV

Element x y z (Å)
O: -2.2721 -1.7401 1.3496
H: 1.1159 1.4799 3.4946
O: 1.6519 -1.3911 0.1666
H: -3.8321 -1.0871 0.3556
H: 3.1269 1.2869 0.2656
O: -0.7371 3.0029 -0.0464
H: -1.0371 3.7599 0.6116
H: -1.2861 -0.4441 0.1956
H: -1.7821 -3.0941 -2.7064
C: 2.8669 1.8609 -0.4714
H: 0.5179 -2.4681 1.6266
H: -1.3741 4.1389 -1.7454
H: 2.2709 2.7839 -0.2064
H: -4.1951 -2.6651 1.1586
H: 0.5989 -3.1391 0.2526
H: -0.7311 1.0639 -0.0444
H: 0.6909 -2.0211 -2.3594
H: 2.1269 -3.2711 1.2366
C: -3.4171 -2.0791 0.6046
O: -0.7301 1.3979 2.5986
H: 0.0239 2.9729 -1.9484
C: 1.2219 -2.5561 0.8286
C: -0.3931 3.6399 -1.2444
H: 0.2179 -0.0701 -0.1904
H: 0.1019 4.5129 -0.9794
H: 2.5539 -1.4731 0.3426
O: 1.9279 1.1389 -1.1014
H: -2.3561 -2.4871 1.8376
H: 1.3689 1.3769 1.8436
H: 0.8309 2.8949 2.5976
H: 0.4189 -2.6171 -3.6364
O: -1.1891 -2.3521 -2.2884
H: 0.1969 -3.5441 -2.2084
H: 1.8949 1.0429 -2.0744
H: 3.5129 2.3109 -1.1614
O: -0.7321 0.0869 -0.2374
C: 0.6579 1.7729 2.6526
H: -0.9101 1.3279 3.5806
C: 0.1589 -2.8021 -2.6014
H: -3.0801 -2.5511 -0.3474